Entry 1:
{"formula": "C2H5IO2", "method": "the ωB97M-V functional and the def2-TZVPD basis", "symbols": ["C", "C", "O", "O", "I", "H", "H", "H", "H", "H"], "positions_angstrom": [[-0.50, -0.18, -0.06], [0.63, 0.88, 0.11], [1.77, 0.60, -0.55], [2.95, -0.42, 0.49], [4.56, -0.21, -0.33], [-0.82, -0.35, -1.03], [-0.03, -1.25, 0.28], [-1.38, 0.03, 0.58], [0.76, 0.70, 1.15], [0.32, 1.94, 0.00]], "lumo_ha": [-0.0724, -0.0725], "orbital_gap_ev": [7.33, 7.33], "e_tot_ev": -14344.887, "charge": 0, "relative_energy_ev": 5.8306, "mol_weight_da": 187.96, "homo_energy_ev": [-9.30, -9.30]}

***

Entry 2:
{"formula": "C3H8NO2", "method": "the ωB97M-V functional and the def2-TZVPD basis", "symbols": ["C", "C", "C", "N", "O", "O", "H", "H", "H", "H", "H", "H", "H", "H"], "positions_angstrom": [[1.64, 1.00, -0.83], [0.62, 0.46, -0.27], [-0.73, 0.04, -0.51], [-0.78, -1.32, 0.04], [-0.04, 0.67, 2.31], [0.88, 0.04, 1.52], [2.52, 1.38, -0.36], [1.50, 1.43, -1.77], [-1.01, 0.20, -1.65], [-1.43, 0.56, 0.10], [-0.29, -1.34, 0.93], [-0.28, -1.85, -0.57], [-1.78, -1.81, 0.23], [0.37, 1.61, 2.37]], "lumo_ha": -0.1469, "orbital_gap_ev": 10.19, "e_tot_ev": -8813.234, "charge": 1, "relative_energy_ev": 6.7181, "mol_weight_da": 90.10, "homo_energy_ev": -14.18}

***

Entry 3:
{"formula": "C4H9NO2S", "method": "the ωB97M-V functional and the def2-TZVPD basis", "symbols": ["C", "C", "C", "C", "N", "O", "O", "S", "H", "H", "H", "H", "H", "H", "H", "H", "H"], "positions_angstrom": [[0.40, 2.22, 1.00], [-0.11, 1.23, 0.32], [2.34, -1.69, 0.88], [-2.48, -0.17, -0.16], [-2.37, -0.31, -1.47], [0.40, -0.09, -1.97], [1.15, -1.17, 0.36], [1.11, 0.23, -0.65], [1.43, 2.64, 0.71], [-0.38, 2.90, 1.57], [3.27, -1.01, 0.84], [2.63, -2.65, 0.26], [2.11, -1.93, 1.94], [-1.16, 0.74, 0.16], [-3.41, -0.54, 0.23], [-1.62, 0.06, -2.07], [-3.33, -0.47, -1.95]], "lumo_ha": 0.0342, "orbital_gap_ev": 8.92, "e_tot_ev": -20708.446, "charge": 0, "relative_energy_ev": 6.5869, "mol_weight_da": 135.19, "homo_energy_ev": -7.99}

***

Entry 4:
{"formula": "C25H68O9", "method": "the ωB97M-V functional and the def2-TZVPD basis", "symbols": ["C", "C", "O", "H", "H", "H", "H", "H", "H", "C", "C", "O", "H", "H", "H", "H", "H", "H", "C", "C", "C", "O", "H", "H", "H", "H", "H", "H", "H", "H", "C", "C", "C", "O", "H", "H", "H", "H", "H", "H", "H", "H", "C", "C", "C", "O", "H", "H", "H", "H", "H", "H", "H", "H", "C", "C", "C", "O", "H", "H", "H", "H", "H", "H", "H", "H", "C", "C", "C", "O", "H", "H", "H", "H", "H", "H", "H", "H", "C", "C", "C", "O", "H", "H", "H", "H", "H", "H", "H", "H", "C", "C", "C", "O", "H", "H", "H", "H", "H", "H", "H", "H"], "positions_angstrom": [[-1.76, 0.63, -1.68], [-0.98, -0.77, -1.92], [0.37, -0.62, -1.99], [-2.80, 0.34, -1.48], [-1.69, 1.18, -2.62], [-1.40, 1.28, -0.90], [-1.30, -1.23, -2.84], [-1.21, -1.47, -1.11], [0.76, -0.93, -1.16], [0.57, 6.91, -3.40], [-0.03, 8.21, -2.85], [0.81, 9.32, -3.10], [0.64, 7.04, -4.49], [-0.19, 6.12, -3.28], [1.60, 6.63, -3.06], [-0.27, 8.16, -1.78], [-0.97, 8.33, -3.39], [1.68, 9.06, -2.80], [-0.41, -5.76, -0.02], [-1.58, -5.14, 0.74], [-1.70, -5.56, 2.16], [-1.51, -3.71, 0.57], [-0.27, -5.26, -1.00], [-0.58, -6.84, -0.05], [0.56, -5.69, 0.58], [-2.42, -5.55, 0.14], [-2.50, -4.89, 2.68], [-0.77, -5.43, 2.70], [-2.05, -6.58, 2.33], [-0.64, -3.45, 0.95], [2.16, -4.55, -3.89], [0.69, -4.31, -4.43], [-0.04, -5.64, -4.69], [-0.06, -3.61, -3.48], [2.80, -5.20, -4.49], [2.04, -5.04, -2.93], [2.64, -3.61, -3.74], [0.85, -3.72, -5.36], [0.49, -6.22, -5.44], [-1.05, -5.42, -4.99], [0.01, -6.26, -3.76], [0.40, -2.87, -3.14], [1.25, 3.54, -1.90], [2.29, 2.56, -2.45], [3.17, 1.84, -1.43], [1.61, 1.68, -3.36], [0.91, 4.09, -2.81], [1.69, 4.19, -1.08], [0.43, 2.97, -1.55], [2.89, 3.19, -3.10], [3.77, 1.19, -2.00], [2.61, 1.31, -0.71], [3.83, 2.54, -0.94], [1.34, 0.93, -2.83], [2.59, -3.41, 1.06], [2.86, -2.00, 0.53], [3.60, -2.02, -0.75], [1.56, -1.34, 0.37], [2.03, -3.25, 1.98], [3.50, -3.86, 1.33], [2.19, -4.09, 0.33], [3.42, -1.51, 1.33], [3.04, -2.56, -1.55], [4.56, -2.55, -0.60], [3.74, -0.97, -1.12], [1.73, -0.56, 0.95], [3.76, 1.67, 2.68], [2.30, 1.92, 2.86], [1.83, 3.05, 2.07], [1.63, 0.74, 2.39], [4.17, 1.09, 3.45], [4.18, 2.61, 2.81], [4.01, 1.31, 1.70], [2.08, 2.00, 3.91], [2.14, 2.96, 0.99], [2.21, 3.91, 2.56], [0.72, 3.14, 1.99], [0.68, 0.89, 2.36], [-5.93, 1.02, 0.50], [-5.17, 1.98, 1.41], [-5.14, 1.64, 2.96], [-3.82, 2.00, 1.01], [-5.93, 1.40, -0.56], [-6.98, 1.08, 0.79], [-5.52, -0.03, 0.59], [-5.60, 3.02, 1.37], [-4.34, 2.18, 3.45], [-5.00, 0.58, 3.10], [-6.14, 1.90, 3.41], [-3.91, 2.10, 0.03], [-1.56, -0.13, 3.44], [-1.08, 0.78, 4.60], [-2.12, 1.26, 5.60], [0.02, 0.12, 5.24], [-2.06, 0.53, 2.71], [-2.31, -0.92, 3.70], [-0.73, -0.62, 2.87], [-0.64, 1.74, 4.14], [-1.66, 1.77, 6.40], [-2.81, 0.45, 5.92], [-2.70, 1.93, 5.06], [-0.11, -0.87, 5.18]], "lumo_ha": 0.0208, "orbital_gap_ev": 10.16, "e_tot_ev": -45452.829, "charge": 0, "relative_energy_ev": 2.3432, "mol_weight_da": 512.81, "homo_energy_ev": -9.59}

***

Entry 5:
{"formula": "C6H8", "method": "the ωB97M-V functional and the def2-TZVPD basis", "symbols": ["C", "C", "C", "C", "C", "C", "H", "H", "H", "H", "H", "H", "H", "H"], "positions_angstrom": [[0.80, -1.25, 1.64], [0.08, -0.14, 1.95], [0.69, 1.51, -1.01], [1.12, 0.37, -0.48], [0.53, -0.27, 0.62], [-1.69, -0.50, -0.79], [1.33, -2.22, 2.03], [-0.33, 0.39, 2.73], [1.16, 1.86, -1.91], [-0.17, 1.99, -0.63], [1.91, -0.15, -0.93], [-2.24, -1.46, -0.74], [-0.97, -0.52, -1.73], [-2.22, 0.40, -0.74]], "lumo_ha": [0.0200, 0.0256], "orbital_gap_ev": [6.73, 8.51], "e_tot_ev": -6344.291, "charge": 0, "relative_energy_ev": 6.4933, "mol_weight_da": 80.13, "homo_energy_ev": [-6.19, -7.81]}

***

Entry 6:
{"formula": "C3H31N2O10S2", "method": "the ωB97M-V functional and the def2-TZVPD basis", "symbols": ["S", "S", "C", "C", "C", "N", "N", "H", "H", "H", "H", "H", "H", "H", "H", "H", "H", "H", "H", "H", "O", "H", "H", "O", "H", "H", "O", "H", "H", "O", "H", "H", "O", "H", "H", "O", "H", "H", "O", "H", "H", "O", "H", "H", "O", "H", "H", "O"], "positions_angstrom": [[1.06, 4.37, -1.96], [0.10, 4.12, -0.21], [-1.33, 3.05, -0.55], [-0.97, 1.59, -0.77], [-2.21, 0.76, -1.14], [-1.94, -0.53, -1.74], [-0.35, 1.01, 0.47], [1.85, 3.29, -2.07], [-1.86, 3.40, -1.45], [-2.05, 3.19, 0.27], [-0.25, 1.47, -1.58], [-2.80, 1.33, -1.85], [-2.86, 0.62, -0.27], [-1.32, -0.48, -2.54], [-1.54, -1.20, -1.09], [-0.83, 0.17, 0.79], [-0.43, 1.68, 1.25], [0.68, 0.80, 0.32], [2.10, 0.80, 3.34], [0.56, 0.69, 3.63], [1.31, 0.28, 3.14], [2.31, -0.54, -0.07], [2.37, 0.66, -1.09], [2.20, 0.42, -0.15], [1.54, -1.43, 2.64], [1.97, -2.49, 1.61], [1.58, -2.40, 2.48], [1.77, 0.60, -3.30], [3.25, 1.03, -3.16], [2.39, 1.09, -2.73], [0.84, -1.12, -4.71], [0.36, 0.28, -5.06], [0.62, -0.27, -4.31], [-1.16, -3.77, 2.46], [0.12, -2.84, 2.30], [-0.84, -2.99, 2.00], [1.30, -2.61, -0.43], [2.82, -2.96, -0.47], [2.18, -2.33, -0.11], [-0.55, -3.55, -1.10], [-0.52, -2.93, 0.33], [-0.21, -2.81, -0.60], [-1.61, 0.57, 3.22], [-1.64, 1.64, 4.36], [-1.12, 1.31, 3.63], [-3.07, -0.82, 1.98], [-1.68, -1.51, 2.17], [-2.14, -0.64, 2.11]], "lumo_ha": -0.0919, "orbital_gap_ev": 9.22, "e_tot_ev": -48737.321, "charge": 1, "relative_energy_ev": 0.0000, "mol_weight_da": 319.42, "homo_energy_ev": -11.72}

***

What did the third record say?
{"formula": "C4H9NO2S", "method": "the ωB97M-V functional and the def2-TZVPD basis", "symbols": ["C", "C", "C", "C", "N", "O", "O", "S", "H", "H", "H", "H", "H", "H", "H", "H", "H"], "positions_angstrom": [[0.40, 2.22, 1.00], [-0.11, 1.23, 0.32], [2.34, -1.69, 0.88], [-2.48, -0.17, -0.16], [-2.37, -0.31, -1.47], [0.40, -0.09, -1.97], [1.15, -1.17, 0.36], [1.11, 0.23, -0.65], [1.43, 2.64, 0.71], [-0.38, 2.90, 1.57], [3.27, -1.01, 0.84], [2.63, -2.65, 0.26], [2.11, -1.93, 1.94], [-1.16, 0.74, 0.16], [-3.41, -0.54, 0.23], [-1.62, 0.06, -2.07], [-3.33, -0.47, -1.95]], "lumo_ha": 0.0342, "orbital_gap_ev": 8.92, "e_tot_ev": -20708.446, "charge": 0, "relative_energy_ev": 6.5869, "mol_weight_da": 135.19, "homo_energy_ev": -7.99}